30
Properties=species:S:1:pos:R:3 method="wB97M-V/def2-TZVPD" total_charge=+1 e_lumo_ha="-0.2263 / -0.2064" de_lowest_kj_mol=654.49 multiplicity=1 e_homo_ha="-0.4909 / -0.5114" energy_ha=-823.4769 orbital_gap_ev="7.2 / 8.3"
S -0.926 0.784 1.972
N 0.016 0.330 0.359
N -1.534 0.163 3.251
C 0.093 1.343 -0.631
C 0.963 -1.642 -0.943
C -0.967 -1.934 0.357
C 0.354 -1.048 0.329
C -0.564 2.555 0.021
C 1.432 1.517 -1.327
C 1.259 -1.340 1.654
C -1.052 0.874 -1.674
H 0.365 -1.258 -1.829
H -0.173 2.962 0.971
H 1.380 -2.388 1.821
H -1.489 1.684 -2.309
H 0.756 -2.694 -1.017
H -1.389 -0.796 3.588
H 1.387 0.905 -2.152
H 2.215 -0.790 1.511
H -0.858 -2.896 0.787
H -1.350 -2.017 -0.630
H -0.635 3.304 -0.822
H 0.636 -0.988 2.532
H -0.545 0.230 -2.413
H -1.806 -1.522 0.944
H -1.721 0.228 -1.144
H 1.952 -1.492 -1.110
H 1.581 2.559 -1.490
H 2.225 1.104 -0.711
H -1.604 2.266 0.105

27
Properties=species:S:1:pos:R:3 method="wB97M-V/def2-TZVPD" total_charge=+1 smiles="CC(C)[C@]1([NH3+])C=CC=N[C@@H]1N" e_lumo_ha=-0.1404 de_lowest_kj_mol=257.00 multiplicity=1 e_homo_ha=-0.4800 energy_ha=-478.3573 orbital_gap_ev=9.2
N -2.106 -1.725 0.266
N -0.497 -1.226 2.094
N -1.553 1.034 -0.767
C -0.518 0.388 0.117
C 0.343 1.028 2.266
C 1.358 0.779 -1.628
C 0.625 -0.264 -0.778
C -1.416 -0.719 1.132
C 1.678 -1.150 -0.143
C 0.210 -0.344 2.616
C -0.017 1.431 1.047
H -2.799 -2.067 0.873
H 2.164 0.207 -2.294
H 0.749 -0.834 3.452
H -0.029 -0.831 -1.499
H 2.239 -1.570 -1.007
H -1.184 1.920 -1.042
H 2.281 -0.597 0.615
H -1.749 0.412 -1.532
H -2.358 1.037 -0.112
H -1.644 -2.585 0.126
H -2.078 0.008 1.554
H 1.735 1.579 -0.970
H 0.721 1.398 -2.455
H 0.090 2.455 0.743
H 0.776 1.669 3.070
H 1.156 -2.150 0.076

119
Properties=species:S:1:pos:R:3 method="wB97M-V/def2-TZVPD" total_charge=-2 e_lumo_ha="0.1022 / 0.0785" multiplicity=3 e_homo_ha="0.0553 / 0.0553" energy_ha=-9062.4185 orbital_gap_ev="1.3 / 0.6" s2=2.017
I 0.565 -2.488 0.055
Br -0.203 2.335 0.662
Ti -0.739 -0.130 1.054
Cl -8.076 -2.176 2.763
Cl -3.991 1.403 3.252
Cl -7.023 0.536 3.954
Cl -3.217 -3.346 0.795
Cl -6.141 -4.004 1.002
P 2.199 1.045 -1.823
P -1.402 0.312 -1.675
Si 0.620 -0.335 3.498
O -2.462 -0.586 1.530
N 0.205 1.526 -3.563
C 4.205 1.461 -0.140
C 5.145 2.177 0.652
C 3.078 0.321 2.405
C 2.372 -1.143 -3.356
C 0.234 1.363 -5.021
C -6.424 -1.672 2.506
C 0.532 1.363 4.557
C 2.536 -2.222 2.915
C -2.943 -1.985 -2.300
C -4.233 -2.132 1.455
C 2.813 -1.912 -4.414
C -1.104 1.628 -2.953
C 2.561 -0.651 3.377
C 3.238 -0.404 4.834
C -3.672 -1.012 1.901
C -5.852 -0.498 3.007
C 1.251 2.220 -2.864
C -0.924 1.099 -5.671
C 4.448 -0.366 -4.998
C -0.536 -3.038 3.644
C -5.583 -2.500 1.537
C -5.421 0.961 -1.893
C -1.735 -1.214 -2.662
C -1.454 -1.214 5.359
C 1.470 2.425 4.103
C 3.884 -1.633 -5.185
C 3.031 0.075 -3.054
C 4.838 4.113 -0.614
C -1.106 -2.684 -4.406
C 1.455 1.679 -5.789
C -4.743 2.308 0.065
C 5.519 3.473 0.488
C 1.417 1.700 -7.219
C -4.167 0.647 -2.170
C -0.952 0.964 -7.118
C 0.761 1.349 6.144
C -0.223 -1.860 4.616
C 3.868 3.412 -1.382
C -3.407 1.857 -0.182
C -3.077 1.115 -1.208
C 4.022 0.390 -3.929
C -2.244 -3.406 -4.156
C 3.536 2.094 -1.140
C -3.097 -3.178 -3.069
C -4.530 -0.174 2.659
C -0.822 1.982 4.332
C -0.916 -1.546 -3.700
C -5.742 1.800 -0.803
C 0.808 -2.351 5.619
C 0.220 1.181 -7.834
H -2.344 -4.274 -4.638
H -1.467 2.670 -2.303
H 0.180 0.779 6.976
H -1.918 -0.658 4.573
H 5.301 0.152 -5.702
H -6.745 1.843 -0.552
H 2.583 2.280 4.563
H 1.646 2.941 -3.654
H 5.048 5.237 -0.759
H 2.519 0.212 1.209
H 5.881 1.453 1.658
H -1.166 -3.735 4.210
H -5.219 2.522 0.896
H 3.420 -1.628 5.086
H 2.181 1.938 -7.983
H 0.066 -1.076 -3.959
H -1.858 0.727 -7.639
H -1.471 1.223 5.006
H 0.316 -3.051 6.310
H 0.530 -3.136 3.890
H -1.071 -0.470 6.569
H -1.792 0.748 -5.126
H 1.719 1.270 6.236
H 4.207 0.037 4.558
H 1.271 2.788 2.964
H -3.499 -1.965 -1.339
H 1.140 3.301 4.447
H 0.393 2.441 6.374
H 1.536 -2.294 2.776
H -0.508 -3.215 -5.048
H 4.093 -2.218 -6.066
H -0.240 -9.731 -10.872
H 2.325 -2.882 -4.654
H 3.059 0.102 5.671
H -0.804 2.933 4.879
H 0.919 2.862 -2.286
H 2.612 -2.513 3.840
H 4.423 1.391 -3.668
H 1.610 -2.923 5.179
H -2.092 -2.065 5.352
H -2.769 2.297 0.676
H 6.315 4.154 1.070
H 2.446 1.900 -5.280
H 3.218 3.893 -1.946
H 4.207 0.414 0.054
H 3.476 -2.420 2.519
H 4.280 -0.038 2.358
H -3.866 -3.769 -2.897
H 1.373 -1.458 5.726
H -3.884 -0.248 -2.797
H 1.578 -1.551 -2.739
H -1.153 1.776 3.497
H -6.268 0.691 -2.512
H 0.291 0.964 -8.932
H -1.411 -2.419 3.015
H 2.709 1.338 2.763

36
Properties=species:S:1:pos:R:3 method="wB97M-V/def2-TZVPD" total_charge=-4 e_lumo_ha=0.3156 de_lowest_kj_mol=92.23 multiplicity=1 e_homo_ha=-0.0512 energy_ha=-5303.8512 orbital_gap_ev=10.0
K -0.023 0.181 0.613
P -3.208 1.810 0.562
P -0.676 -1.236 -2.878
P 3.445 -1.280 0.647
P 1.465 3.843 -0.352
P -1.016 -3.186 2.012
F 3.599 -2.278 1.918
F -1.980 -0.332 -3.281
F 0.290 -2.693 2.824
F 0.641 -2.098 -2.440
F 2.487 3.516 -1.589
F -0.265 -4.412 1.299
F 3.461 -0.286 -0.638
F -1.812 2.475 1.034
F -4.509 1.121 -0.105
F 4.747 -0.474 1.187
F -1.923 -2.001 2.665
F -2.633 0.375 1.167
F -3.991 2.149 1.956
F 2.110 -2.014 0.123
F 1.146 5.304 -1.088
F 0.380 4.194 0.782
F -1.396 -2.604 -3.418
F -3.717 3.242 0.030
F -1.316 -1.416 -1.434
F -2.439 1.482 -0.886
F 0.049 0.106 -2.285
F -0.631 -2.163 0.815
F 2.666 4.498 0.523
F -1.351 -4.253 3.240
F -0.116 -0.928 -4.356
F 0.294 3.207 -1.354
F 1.715 2.383 0.291
F 2.504 -0.245 1.486
F -2.338 -3.689 1.190
F 4.343 -2.299 -0.258

20
Properties=species:S:1:pos:R:3 method="wB97M-V/def2-TZVPD" smiles="C=CCC[C@@H](C)N" e_lumo_ha=0.0418 de_lowest_kj_mol=106.26 multiplicity=1 e_homo_ha=-0.3388 energy_ha=-291.1183 orbital_gap_ev=10.4
N 1.244 1.607 1.225
C -0.028 -2.169 -2.497
C -0.063 -1.230 -1.568
C 0.671 -1.285 -0.251
C -1.275 1.742 0.852
C 0.053 -0.456 0.903
C 0.037 1.025 0.541
H -0.970 -0.766 1.162
H 0.713 -2.317 0.116
H 0.244 1.339 -0.488
H 0.617 -3.038 -2.460
H 1.651 -0.842 -0.474
H 1.217 1.315 2.196
H -0.653 -0.325 -1.687
H -1.256 2.829 0.772
H 0.627 -0.818 1.760
H 1.247 2.621 1.203
H -0.505 -2.025 -3.462
H -1.545 1.586 1.899
H -2.026 1.207 0.258

8
Properties=species:S:1:pos:R:3 method="wB97M-V/def2-TZVPD" total_charge=-1 e_lumo_ha=0.1706 de_lowest_kj_mol=9.57 multiplicity=1 e_homo_ha=-0.1940 energy_ha=-412.2999 orbital_gap_ev=9.9
F 0.779 -1.498 -0.481
N -0.908 1.230 2.644
N -0.878 1.010 1.299
N -0.490 -0.898 2.389
N -0.760 0.137 3.280
N -0.608 -1.051 -0.175
C -0.602 -0.297 1.221
H -0.564 -0.240 -0.788

56
Properties=species:S:1:pos:R:3 method="wB97M-V/def2-TZVPD" smiles="CCN1CCN(C(=O)[C@@H](NS(=O)(=O)c2ccc3nc(C)sc3c2)C(C)C)CC1" e_lumo_ha=0.0133 de_lowest_kj_mol=64.78 multiplicity=1 e_homo_ha=-0.3065 energy_ha=-1981.9519 orbital_gap_ev=8.7
S 6.043 -1.049 -1.537
S 0.628 -0.622 -0.387
O -1.803 1.236 -2.234
O 0.472 -1.374 -1.597
O -0.110 -1.051 0.772
N -3.241 0.801 -0.560
N 0.326 1.008 -0.638
N 6.361 -0.170 0.877
N -4.300 -1.695 0.193
C 0.176 3.240 1.391
C -3.150 -3.950 0.323
C -4.131 0.083 -1.455
C 2.711 -0.071 1.289
C -0.829 3.004 0.266
C 5.013 -0.254 0.693
C 3.294 -0.861 -0.930
C -3.963 -1.415 -1.192
C 4.038 0.070 1.634
C -3.421 -0.969 1.095
C 8.499 -0.548 -0.243
C -0.909 1.497 -0.048
C 7.025 -0.533 -0.149
C 2.360 -0.531 0.026
C -2.033 1.163 -1.036
C -0.456 3.818 -0.969
C 4.629 -0.723 -0.589
C -3.575 0.530 0.820
C -4.418 -3.108 0.499
H -2.835 -3.965 -0.717
H -1.827 3.312 0.603
H -5.209 -3.508 -0.143
H -2.361 -1.241 0.970
H 0.311 1.188 -1.638
H -5.160 0.393 -1.255
H -2.335 -3.554 0.923
H -1.024 0.936 0.880
H -4.759 -3.180 1.536
H -2.923 -1.688 -1.437
H 1.152 2.865 1.093
H -4.639 -1.983 -1.835
H -3.724 -1.188 2.121
H -0.558 4.881 -0.761
H -4.623 0.816 0.960
H 8.853 -1.556 -0.453
H -3.347 -4.972 0.638
H -0.131 2.727 2.299
H 2.972 -1.220 -1.894
H 0.259 4.303 1.606
H -1.100 3.564 -1.807
H 0.575 3.618 -1.251
H 4.341 0.422 2.607
H 1.921 0.156 1.985
H 8.924 -0.201 0.695
H -3.859 0.327 -2.482
H 8.831 0.098 -1.054
H -2.961 1.119 1.498

20
Properties=species:S:1:pos:R:3 method="wB97M-V/def2-TZVPD" smiles="CC(C)(C)S(=O)(=O)NO" e_lumo_ha=0.0263 de_lowest_kj_mol=338.79 multiplicity=1 e_homo_ha=-0.3735 energy_ha=-837.5385 orbital_gap_ev=10.9
S -0.963 1.140 -0.685
O -0.116 2.040 -1.528
O -0.234 3.028 0.835
O -2.245 0.676 -1.100
N -1.322 2.194 0.657
C -0.927 -0.969 0.842
C 0.230 -1.054 -1.560
C 1.225 0.252 0.421
C -0.006 -0.329 -0.275
H 0.379 3.017 0.131
H 1.079 0.836 1.369
H -0.716 -1.528 -1.719
H -1.847 -1.101 0.284
H 1.120 -1.689 -1.754
H -2.117 2.727 0.345
H 1.978 -0.407 0.483
H 0.457 -0.245 -2.342
H -0.991 -0.187 1.764
H 1.800 1.012 -0.175
H -0.564 -1.989 0.988

19
Properties=species:S:1:pos:R:3 method="wB97M-V/def2-TZVPD" total_charge=-1 e_lumo_ha=0.0865 de_lowest_kj_mol=703.86 multiplicity=1 e_homo_ha=-0.0529 energy_ha=-327.4280 orbital_gap_ev=3.8
O 1.016 -3.855 0.499
N -0.802 3.372 -0.691
C -0.201 3.461 0.681
C 0.271 -1.125 0.213
C 1.122 -3.313 -0.692
C -0.568 0.088 0.464
C 0.071 -2.119 -0.801
H -0.852 3.831 1.500
H -0.729 0.717 -0.423
H -1.555 -0.262 0.785
H -0.721 -2.216 -1.540
H 1.269 -1.092 0.636
H 2.054 -2.663 -0.886
H 0.816 3.949 0.634
H 0.987 -3.878 -1.661
H -0.258 2.392 0.516
H -1.351 4.222 -0.904
H -0.427 -2.141 0.372
H -0.143 0.631 1.298

86
Properties=species:S:1:pos:R:3 method="wB97M-V/def2-TZVPD" total_charge=+1 e_lumo_ha="-0.1054 / -0.1054" multiplicity=1 e_homo_ha="-0.3589 / -0.3590" energy_ha=-3406.6759 orbital_gap_ev="6.9 / 6.9"
Tl 0.875 -1.046 -0.262
S 2.238 1.050 -2.108
S -0.845 1.505 -0.164
S 2.641 -2.241 -2.590
S 3.979 -0.902 0.264
S 1.707 0.671 3.202
O 1.301 -0.329 2.179
N -3.412 0.999 -0.514
N -2.347 1.986 -2.282
C -0.972 4.053 -2.382
C -3.002 5.196 -3.424
C 4.375 0.840 -0.176
C 1.206 -4.587 0.055
C 3.260 1.711 -0.739
C -2.277 1.490 -1.038
C -2.229 4.892 -2.149
C -3.592 1.291 1.971
C -4.899 2.076 2.086
C 4.969 -1.843 -0.977
C -1.258 2.659 -2.957
C -0.964 -2.678 -0.460
C -5.003 3.239 1.103
C 2.520 -4.097 2.428
C 4.186 -2.831 -1.820
C 1.225 -0.092 4.804
C -1.507 -2.703 2.019
C -3.507 0.344 0.770
C -1.773 -4.641 0.430
C 1.222 -3.645 2.253
C 3.156 -4.818 1.436
C 3.511 0.409 -3.271
C 0.381 1.939 3.174
C 2.489 -5.065 0.248
C -0.886 -3.423 0.818
C 3.195 -0.981 -3.803
C 0.542 -3.889 1.064
H -2.606 -0.264 0.887
H -0.358 2.044 -2.865
H -1.502 -3.337 2.903
H 0.520 2.611 4.012
H 1.307 0.653 5.586
H -0.456 3.928 -1.429
H -5.134 2.895 0.081
H 2.360 -0.931 -4.501
H 4.461 0.435 -2.751
H 5.229 0.817 -0.851
H 2.962 -5.644 -0.531
H 2.517 1.940 0.026
H -1.704 -5.391 1.213
H -3.478 0.673 2.864
H 1.912 -0.909 4.996
H -4.274 1.144 -1.015
H 3.034 -3.891 3.354
H -0.942 -1.790 2.222
H 4.065 -1.384 -4.317
H 4.825 -3.206 -2.620
H 3.849 -3.674 -1.215
H 4.157 -5.193 1.591
H -4.958 2.478 3.100
H -5.748 1.401 1.952
H -2.750 1.984 1.926
H 3.554 1.111 -4.105
H 0.462 2.485 2.239
H 5.488 -1.123 -1.604
H -0.301 4.571 -3.069
H -2.811 -4.337 0.324
H 0.753 -3.109 3.061
H -5.857 3.863 1.351
H -3.344 4.285 -3.912
H 5.716 -2.390 -0.398
H 0.712 -4.760 -0.887
H -1.449 -5.088 -0.504
H -0.589 1.455 3.212
H -2.878 4.377 -1.438
H -1.876 -2.049 -0.455
H -1.529 2.733 -4.009
H 4.700 1.297 0.760
H -1.931 5.832 -1.684
H -2.374 5.742 -4.123
H -4.384 -0.306 0.745
H -4.107 3.855 1.150
H 3.704 2.647 -1.092
H -3.872 5.807 -3.197
H 0.212 -0.476 4.737
H -2.537 -2.429 1.797
H -3.260 2.080 -2.704